(1)
{
  "formula": "C47H43FeN6OP2S4",
  "method": "ωB97M-V/def2-TZVPD",
  "symbols": ["Fe", "S", "P", "C", "P", "S", "C", "C", "C", "C", "C", "C", "C", "C", "C", "C", "C", "C", "C", "C", "C", "C", "C", "C", "C", "C", "C", "C", "C", "C", "H", "H", "H", "H", "H", "H", "H", "H", "H", "H", "H", "H", "H", "H", "H", "H", "H", "H", "H", "H", "S", "C", "N", "C", "C", "N", "C", "C", "C", "C", "C", "C", "C", "C", "S", "C", "C", "C", "C", "C", "C", "C", "H", "H", "H", "H", "H", "H", "H", "H", "H", "H", "H", "H", "H", "H", "H", "H", "H", "H", "O", "N", "N", "C", "C", "N", "C", "C", "N", "H", "H", "H", "H", "H"],
  "xyz": [[0.697, 1.686, -0.376], [-2.919, 2.016, 0.991], [-1.459, 1.684, 2.295], [0.205, 1.565, 1.496], [1.842, 1.119, 2.215], [2.774, 1.633, 0.515], [2.311, -0.664, 2.308], [1.411, -1.745, 2.389], [1.866, -3.060, 2.548], [3.192, -3.390, 2.642], [4.106, -2.346, 2.487], [3.691, -1.033, 2.383], [2.656, 1.882, 3.616], [2.855, 1.067, 4.720], [3.465, 1.566, 5.830], [3.888, 2.893, 5.828], [3.810, 3.671, 4.662], [3.163, 3.144, 3.571], [-1.038, 2.974, 3.503], [-0.808, 4.237, 2.950], [-0.281, 5.213, 3.807], [0.001, 4.941, 5.105], [-0.315, 3.714, 5.657], [-0.869, 2.701, 4.873], [-1.692, 0.160, 3.376], [-2.923, -0.453, 3.247], [-3.209, -1.608, 3.990], [-2.237, -2.067, 4.852], [-0.954, -1.446, 4.995], [-0.701, -0.311, 4.296], [0.307, -1.615, 2.394], [1.096, -3.800, 2.685], [3.510, -4.398, 2.887], [5.174, -2.561, 2.498], [4.369, -0.213, 2.319], [2.577, 0.012, 4.725], [3.578, 0.894, 6.661], [4.379, 3.328, 6.686], [4.096, 4.740, 4.672], [3.008, 3.721, 2.657], [-1.030, 4.447, 1.895], [-0.114, 6.213, 3.394], [0.437, 5.717, 5.677], [-0.103, 3.545, 6.683], [-1.080, 1.714, 5.225], [-3.608, -0.039, 2.500], [-4.174, -2.116, 3.836], [-2.434, -2.950, 5.433], [-0.222, -1.781, 5.686], [0.262, 0.210, 4.355], [-0.280, -0.418, -0.705], [0.511, -1.052, -2.050], [0.646, -2.320, -2.295], [1.319, -2.635, -3.579], [0.631, -1.841, -4.642], [0.876, -0.398, -4.340], [0.450, 0.615, -5.281], [-1.064, 0.610, -5.412], [-1.908, 0.228, -4.417], [-3.323, 0.323, -4.594], [-3.799, 0.809, -5.816], [-2.921, 1.213, -6.812], [-1.546, 1.110, -6.631], [1.022, -0.076, -3.053], [1.560, 1.451, -2.600], [0.037, -3.434, -1.492], [0.050, -4.805, -2.189], [1.029, -5.788, -1.905], [1.020, -7.024, -2.508], [0.025, -7.388, -3.420], [-0.998, -6.442, -3.643], [-0.983, -5.187, -3.024], [1.218, -3.676, -3.749], [2.366, -2.372, -3.496], [-0.415, -2.128, -4.794], [1.086, -2.034, -5.577], [0.877, 0.316, -6.252], [0.851, 1.579, -5.000], [-1.546, -0.108, -3.415], [-3.999, -0.067, -3.855], [-4.860, 0.898, -5.913], [-3.349, 1.627, -7.721], [-0.817, 1.443, -7.384], [-1.003, -3.160, -1.294], [0.640, -3.497, -0.574], [1.888, -5.497, -1.280], [1.799, -7.754, -2.335], [0.071, -8.350, -3.931], [-1.776, -6.662, -4.336], [-1.813, -4.467, -3.165], [-4.301, -4.353, -1.031], [-4.717, -3.359, -1.337], [-2.940, 3.564, -3.618], [-1.998, 3.914, -2.739], [-1.263, 2.942, -2.033], [-0.289, 3.267, -1.219], [-0.023, 4.605, -1.035], [-0.804, 5.540, -1.671], [-1.842, 5.194, -2.449], [-3.105, 2.615, -3.939], [-3.573, 4.241, -3.974], [-1.477, 1.891, -2.211], [0.842, 4.905, -0.441], [-0.636, 6.583, -1.460]],
  "atomic_forces_ev_per_a": [[0.21, -0.50, -0.36], [1.08, -0.16, 0.63], [-0.01, -0.69, 0.42], [0.48, -0.55, 1.23], [-0.26, -0.94, -0.75], [0.62, 0.83, -1.02], [-0.35, -1.77, 0.78], [-0.56, 0.62, -0.13], [-0.94, 0.29, 0.19], [0.31, 0.59, -0.08], [0.58, -0.05, 0.26], [-1.48, 0.77, -0.49], [-0.83, -1.57, -0.27], [-0.40, -0.84, -0.04], [0.23, 0.55, 0.41], [0.66, 0.36, -0.44], [-0.34, 0.62, 1.14], [-0.24, 1.31, -1.10], [-0.44, -0.08, -0.49], [0.34, 0.13, 0.78], [-0.55, 0.60, -2.40], [-0.19, -0.42, 0.41], [-0.24, -0.63, -0.40], [0.67, 1.16, -0.95], [0.56, 0.77, -0.42], [0.15, -0.14, -0.40], [0.00, 0.36, -0.31], [0.94, -0.13, 0.32], [-1.90, -0.20, -0.06], [-0.43, 1.02, -1.79], [0.99, 0.14, -0.16], [-0.07, -0.34, -0.02], [0.02, 0.09, -0.27], [-0.21, 0.12, 0.09], [0.86, 0.17, 0.00], [-0.13, 0.34, -0.12], [0.22, 0.19, 0.41], [-0.08, -0.08, 0.19], [0.10, -0.92, -0.04], [0.16, 0.06, 0.29], [0.11, -0.11, 0.50], [0.06, -0.34, 0.26], [0.36, 0.51, 0.77], [0.04, -0.20, 0.77], [-0.16, -0.03, 0.52], [0.04, -0.26, 0.39], [0.62, 0.22, 0.35], [-0.03, -0.25, 0.18], [0.34, -0.62, 0.52], [-0.40, -0.28, 0.17], [-0.45, -0.29, 0.45], [0.32, 0.10, 0.79], [0.06, -0.82, -1.01], [-0.44, 0.57, 0.59], [0.08, 0.73, 0.06], [-0.62, -0.99, 1.52], [0.10, -0.84, -1.24], [0.97, 0.82, -1.09], [-1.83, -0.34, 1.67], [1.56, -0.18, -1.07], [0.37, -0.27, 1.31], [0.13, 0.29, -0.42], [-0.32, 0.02, 0.17], [0.04, 0.70, -0.69], [0.12, -0.30, 0.26], [0.44, -0.60, -0.12], [0.47, -0.55, 0.69], [0.60, 1.58, 0.24], [-0.18, -0.81, -0.65], [-0.51, 1.36, 0.35], [0.90, -0.28, 0.15], [-0.72, 0.36, -0.22], [0.01, -0.89, -0.24], [0.29, 0.02, -0.04], [-0.09, 0.44, 0.45], [0.74, -0.15, -1.10], [-0.07, 0.39, 0.23], [0.04, 0.10, 0.03], [-0.23, 0.14, -1.00], [-0.13, 0.13, 0.31], [-0.43, 0.02, -0.41], [0.27, -0.10, 0.04], [-0.57, -0.19, 0.23], [0.22, 0.12, 0.26], [-0.47, 0.13, -0.04], [-0.50, -0.30, -0.10], [0.18, 0.18, 0.27], [-0.21, 0.33, 0.17], [-0.55, -0.19, -0.31], [0.42, -0.60, -0.18], [0.96, -2.30, 0.71], [-0.93, 2.32, -0.73], [-0.38, -0.99, -0.60], [-0.21, 0.20, 0.74], [0.02, -0.43, -0.52], [-0.05, 1.54, 0.44], [0.44, -0.93, -0.12], [-0.75, -0.72, 0.23], [0.72, 0.81, -0.17], [0.29, 0.24, 0.38], [-0.19, 0.70, -0.14], [0.04, 0.08, 0.24], [-0.35, -0.35, -0.02], [-0.09, 0.24, -0.20]],
  "charge": 2,
  "homo_energy_ev": [-12.10, -12.94],
  "spin_multiplicity": 6
}



(2)
{
  "formula": "C47H43N2",
  "method": "ωB97M-V/def2-TZVPD",
  "symbols": ["C", "C", "C", "C", "C", "C", "C", "C", "C", "C", "C", "C", "C", "C", "C", "C", "C", "C", "C", "C", "C", "N", "C", "C", "C", "C", "C", "C", "C", "C", "C", "C", "H", "H", "H", "H", "H", "H", "H", "H", "H", "H", "H", "H", "H", "H", "H", "H", "H", "H", "H", "H", "H", "H", "H", "H", "H", "H", "H", "H", "H", "C", "N", "C", "C", "C", "C", "C", "C", "C", "C", "C", "C", "C", "C", "C", "C", "C", "H", "H", "H", "H", "H", "H", "H", "H", "H", "H", "H", "H", "H", "H"],
  "xyz": [[-6.072, 3.616, 2.929], [-5.217, 4.099, 1.938], [-4.179, 3.302, 1.449], [-3.937, 2.023, 1.976], [-2.792, 1.128, 1.429], [-3.383, 0.016, 0.547], [-4.738, -0.021, 0.203], [-5.280, -1.162, -0.395], [-4.465, -2.253, -0.697], [-3.085, -2.170, -0.473], [-2.548, -1.008, 0.087], [-1.773, 1.995, 0.680], [-1.356, 1.755, -0.638], [-0.250, 2.448, -1.147], [0.342, 3.475, -0.412], [-0.165, 3.812, 0.847], [-1.217, 3.075, 1.394], [-2.009, 0.458, 2.611], [-2.812, -0.556, 3.439], [-1.869, -1.680, 3.847], [-0.646, -1.572, 2.954], [-0.788, -0.300, 2.254], [0.319, 0.168, 1.638], [1.520, -0.531, 1.644], [2.760, 0.160, 1.843], [4.009, -0.501, 1.754], [5.175, 0.243, 1.643], [5.113, 1.643, 1.580], [3.888, 2.304, 1.764], [2.741, 1.564, 2.020], [-4.861, 1.523, 2.905], [-5.887, 2.322, 3.416], [-6.885, 4.237, 3.309], [-5.344, 5.101, 1.530], [-3.558, 3.699, 0.644], [-5.390, 0.832, 0.407], [-6.349, -1.186, -0.605], [-4.895, -3.162, -1.123], [-2.413, -2.993, -0.724], [-1.465, -0.898, 0.155], [-1.871, 1.019, -1.261], [0.129, 2.174, -2.132], [1.194, 4.024, -0.821], [0.248, 4.652, 1.409], [-1.614, 3.344, 2.378], [-1.698, 1.277, 3.287], [-3.232, -0.058, 4.318], [-3.631, -0.980, 2.847], [-1.554, -1.558, 4.886], [-2.330, -2.663, 3.746], [0.286, -1.610, 3.535], [-0.598, -2.385, 2.216], [0.263, 1.149, 1.162], [1.539, -1.631, 1.583], [4.022, -1.594, 1.757], [6.135, -0.270, 1.593], [6.023, 2.224, 1.427], [3.815, 3.394, 1.723], [1.803, 2.048, 2.311], [-4.833, 0.482, 3.219], [-6.544, 1.913, 4.186], [3.408, 2.445, -4.261], [2.999, 1.152, -3.737], [2.679, 0.891, -2.445], [2.382, -0.490, -2.289], [1.937, -1.139, -1.142], [2.017, -2.587, -0.956], [0.978, -3.471, -1.357], [1.190, -4.849, -1.391], [2.396, -5.389, -0.924], [3.389, -4.540, -0.417], [3.196, -3.163, -0.424], [2.615, -1.088, -3.612], [2.624, -2.389, -4.090], [2.897, -2.616, -5.449], [3.178, -1.547, -6.317], [3.216, -0.228, -5.833], [2.949, -0.030, -4.483], [2.984, 2.598, -5.259], [3.040, 3.229, -3.593], [4.503, 2.526, -4.325], [2.714, 1.651, -1.668], [1.501, -0.493, -0.387], [0.041, -3.038, -1.716], [0.412, -5.506, -1.788], [2.563, -6.468, -0.959], [4.320, -4.948, -0.019], [3.978, -2.488, -0.079], [2.420, -3.211, -3.406], [2.884, -3.638, -5.836], [3.371, -1.758, -7.369], [3.432, 0.627, -6.467]],
  "atomic_forces_ev_per_a": [[0.16, 0.00, 0.06], [-0.01, -0.28, -0.01], [-0.01, -0.03, 0.25], [-0.24, -0.02, -0.22], [-0.32, 0.02, -0.64], [-0.04, 0.37, -0.32], [0.01, -0.34, 0.07], [0.21, 0.06, -0.07], [0.10, -0.10, 0.08], [-0.17, 0.45, -0.04], [-0.09, -0.57, -0.15], [-0.29, 0.43, -0.17], [0.12, 0.13, 0.41], [-0.25, 0.11, 0.12], [0.09, -0.17, 0.00], [-0.29, -0.06, 0.06], [0.46, 0.01, -0.41], [0.30, 0.24, 0.54], [-0.28, -0.14, 0.06], [0.25, -0.18, 0.38], [-0.40, -0.15, -0.29], [0.21, -0.19, -0.36], [0.63, -0.20, 0.67], [-1.03, -0.42, 0.81], [0.48, 0.41, -0.89], [-0.41, 0.31, -0.14], [-0.03, 0.26, 0.10], [-0.01, 0.08, -0.08], [0.21, -0.22, 0.18], [0.08, -0.08, -0.32], [-0.17, 0.19, 0.24], [0.13, 0.05, -0.33], [0.26, -0.14, -0.08], [-0.08, -0.23, 0.08], [-0.15, -0.13, 0.34], [0.23, -0.37, 0.11], [0.30, -0.07, -0.03], [0.10, 0.28, 0.12], [-0.29, 0.19, -0.07], [-0.46, -0.25, 0.16], [0.29, 0.17, 0.34], [-0.15, 0.22, 0.13], [-0.24, -0.12, 0.13], [-0.05, -0.27, -0.21], [0.24, -0.18, -0.39], [-0.10, -0.18, -0.31], [0.02, -0.22, -0.23], [0.16, 0.14, 0.06], [-0.12, -0.08, -0.05], [-0.06, 0.13, 0.12], [-0.05, 0.24, -0.27], [0.00, 0.02, 0.12], [0.22, -0.16, 0.82], [-0.11, 0.54, 0.73], [0.07, 0.40, 0.03], [-0.18, 0.19, -0.03], [-0.22, -0.17, 0.06], [0.22, -0.34, 0.22], [0.44, -0.07, -0.31], [0.02, 0.54, -0.05], [0.10, 0.13, -0.30], [0.19, 0.50, 0.00], [-0.40, -0.05, 2.28], [-0.05, 0.71, -1.51], [-0.25, -1.67, 0.50], [0.62, 1.59, -1.79], [-0.28, -1.91, 0.11], [0.45, 0.80, -0.06], [0.19, -0.03, 0.29], [0.01, 0.29, -0.03], [-0.43, -0.21, -0.05], [-0.24, 0.71, -0.60], [0.72, 0.32, -0.35], [-0.11, -0.35, -0.35], [-0.06, 0.37, 0.23], [-0.11, 0.15, 0.45], [-0.07, -0.16, 0.06], [-0.07, -1.19, -0.25], [0.02, -0.10, 0.28], [0.06, -0.18, -0.17], [-0.33, -0.20, 0.02], [-0.07, -0.03, -0.21], [0.26, -0.17, 0.37], [0.25, -0.23, 0.01], [0.24, 0.25, 0.22], [-0.07, 0.37, 0.03], [-0.30, 0.11, -0.15], [-0.11, -0.28, -0.14], [0.09, 0.12, -0.37], [0.05, 0.37, 0.15], [-0.03, 0.18, 0.30], [0.05, -0.28, -0.09]],
  "charge": 1,
  "homo_energy_ev": -9.05,
  "spin_multiplicity": 1
}